Record 1
Density functional theory data (ωB97M-V with the def2-TZVPD basis set) for one molecule with the formula FH3NO2P in a non-equilibrium geometry.

The geometry in XYZ format:
```
8
Properties=species:S:1:pos:R:3
N -0.6192 -0.3989 -1.4671
P 0.1272 -0.0484 -0.1733
O 0.3128 -1.2791 0.7617
O -0.4838 1.5161 1.0103
F 1.6383 0.5038 -0.2067
H -0.7997 0.3754 -2.0733
H -0.1051 -2.0045 0.2953
H -0.0704 1.3357 1.8531
```

Output
SMILES: N=P(O)(O)F
ΔE to the lowest compared entry with this formula, charge and spin: 39.7 kcal per mole
Kohn-Sham gap: 10.997 eV
calculated total energy: -648.29164 a.u.
strongest force on any atom: 5.00 eV Å⁻¹
total charge: 0

Record 2
Density functional theory data (ωB97M-V with the def2-TZVPD basis set) for a 2-piece molecular cluster, FH3NOPS overall in a non-equilibrium geometry.

The geometry in XYZ format:
```
8
Properties=species:S:1:pos:R:3
N 0.2549 1.2591 -0.0372
O 1.4630 -1.2887 -0.5649
F -1.3824 1.8378 1.7195
P -1.1355 0.8858 0.4475
S -2.7556 0.0208 -0.0372
H 0.9470 0.8558 -0.6713
H 0.6955 -1.5585 -0.0676
H 1.9131 -2.0120 -0.7889
```

Output
ΔE to the lowest compared entry with this formula, charge and spin: 61.7 kcal per mole
Kohn-Sham gap: 9.636 eV
calculated total energy: -971.21515 a.u.
strongest force on any atom: 5.53 eV Å⁻¹
total charge: 0

Record 3
Density functional theory data (ωB97M-V with the def2-TZVPD basis set) for FH3NOPS as an isolated structure in a non-equilibrium geometry.

The geometry in XYZ format:
```
8
Properties=species:S:1:pos:R:3
N 0.3883 0.9593 0.8743
O 1.0968 -1.0285 -1.3236
F -0.7672 -1.1860 1.1225
P -0.5391 -0.1087 0.0192
S -2.1877 0.5482 -0.7651
H 0.4646 1.7413 0.2501
H 0.9825 0.6301 1.5900
H 0.5616 -1.5558 -1.7674
```

Output
ΔE to the lowest compared entry with this formula, charge and spin: 72.1 kcal per mole
Kohn-Sham gap: 9.040 eV
calculated total energy: -971.19861 a.u.
strongest force on any atom: 8.19 eV Å⁻¹
total charge: 0

Record 4
Density functional theory data (ωB97M-V with the def2-TZVPD basis set) for one molecule with the formula FH3OSi in a non-equilibrium geometry.

The geometry in XYZ format:
```
6
Properties=species:S:1:pos:R:3
O -0.7179 0.5788 -1.1170
F -2.0076 0.5827 -0.5168
Si 0.5057 -0.1521 0.1425
H 1.8306 -0.5926 -0.3956
H 0.5543 0.9156 1.1530
H -0.1650 -1.3324 0.7338
```

Output
ΔE to the lowest compared entry with this formula, charge and spin: 75.7 kcal per mole
Kohn-Sham gap (alpha / beta): 8.221 / 9.393 eV
calculated total energy: -466.12797 a.u.
strongest force on any atom: 12.79 eV Å⁻¹
2S+1: 3
total charge: 0

Record 5
Density functional theory data (ωB97M-V with the def2-TZVPD basis set) for one molecule with the formula FH3P2S in a non-equilibrium geometry.

The geometry in XYZ format:
```
7
Properties=species:S:1:pos:R:3
F -1.6517 0.2374 -1.5796
P -0.3551 -0.6894 -1.3013
P 0.7066 0.5448 0.2324
S -0.5189 -0.0253 1.8542
H 0.2936 -0.3146 -2.5089
H 1.5116 -0.6351 0.4783
H 0.0139 0.8821 2.8249
```

Output
SMILES: F[PH]#[PH]S
ΔE to the lowest compared entry with this formula, charge and spin: 7.9 kcal per mole
Kohn-Sham gap: 9.251 eV
calculated total energy: -1182.55244 a.u.
strongest force on any atom: 1.95 eV Å⁻¹
total charge: 0

Record 6
Density functional theory data (ωB97M-V with the def2-TZVPD basis set) for a 2-piece molecular cluster, FHIN overall in a non-equilibrium geometry.

The geometry in XYZ format:
```
4
Properties=species:S:1:pos:R:3
N 0.0507 -0.4064 -0.4924
F -0.1220 -1.3330 0.4402
I 1.5971 0.8564 0.0908
H -1.5258 0.8830 -0.0386
```

Output
Kohn-Sham gap (alpha / beta): 8.817 / 8.601 eV
calculated total energy: -452.65914 a.u.
strongest force on any atom: 1.38 eV Å⁻¹
2S+1: 3
total charge: 0

Record 7
Density functional theory data (ωB97M-V with the def2-TZVPD basis set) for one molecule with the formula FHIPS in a non-equilibrium geometry.

The geometry in XYZ format:
```
5
Properties=species:S:1:pos:R:3
F 0.7398 -1.2570 0.5942
P 1.1982 -0.0674 -0.4276
S -2.4537 -0.5475 -0.6352
I -1.0853 1.2867 -0.2938
H 1.6011 0.5852 0.7624
```

Output
ΔE to the lowest compared entry with this formula, charge and spin: 62.7 kcal per mole
Kohn-Sham gap: 6.687 eV
calculated total energy: -1137.64488 a.u.
strongest force on any atom: 2.32 eV Å⁻¹
total charge: 0

Record 8
Density functional theory data (ωB97M-V with the def2-TZVPD basis set) for a 2-piece molecular cluster, FHN2O2S overall in a non-equilibrium geometry.

The geometry in XYZ format:
```
7
Properties=species:S:1:pos:R:3
N 1.5270 1.2660 1.5207
N 2.3212 0.5275 1.4987
O 3.0025 -0.3587 1.3864
O -0.5299 -0.6146 -0.4967
F -2.4715 0.1219 -0.2736
S -1.7192 -0.9199 -1.1313
H -2.1301 -0.0222 -2.5041
```

Output
ΔE to the lowest compared entry with this formula, charge and spin: 36.6 kcal per mole
Kohn-Sham gap: 10.351 eV
calculated total energy: -758.48364 a.u.
strongest force on any atom: 6.43 eV Å⁻¹
total charge: 0